[1]
{
  "formula": "C36H34Cl2IN6O5SZr",
  "method": "the ωB97M-V functional and the def2-TZVPD basis",
  "elements": ["N", "C", "H", "H", "C", "H", "N", "H", "H", "C", "N", "O", "C", "C", "H", "H", "O", "H", "H", "C", "C", "C", "C", "H", "H", "H", "H", "H", "C", "H", "C", "C", "H", "H", "C", "H", "C", "H", "C", "Zr", "N", "C", "Cl", "C", "H", "C", "C", "H", "C", "H", "C", "H", "Cl", "C", "C", "H", "C", "C", "C", "C", "H", "C", "C", "C", "O", "H", "C", "N", "C", "S", "C", "C", "O", "H", "H", "H", "H", "H", "H", "C", "I", "O", "N", "C", "H", "H"],
  "positions_angstrom": [[-3.3611, -0.2514, -1.1543], [0.2816, 5.0798, 2.5914], [4.6218, 2.3109, -0.2306], [-0.9578, 3.0126, -2.2971], [-1.3616, 2.1183, -2.7793], [0.1109, -4.4908, -2.6904], [1.2022, 1.4411, -1.1232], [1.3116, 4.9581, 4.3700], [-3.3521, 2.8781, -3.0958], [-3.2134, -4.3423, -2.0613], [-3.2980, 2.0764, -1.1970], [1.4537, -0.7513, -1.2323], [-2.1455, -2.2571, -1.5120], [1.6039, 2.0896, 2.5965], [-3.2588, 1.1213, -3.0473], [1.7987, 2.7505, 4.5530], [3.9692, -3.9671, 2.7784], [-2.6992, 4.0429, -1.0134], [2.1038, 0.1709, -3.8124], [-0.5471, -2.7454, 1.6088], [-0.9178, -2.7891, -1.8971], [-2.2483, -0.8647, -0.9916], [1.5968, 2.5908, -1.7982], [2.9252, 2.4324, 0.3469], [-3.3612, 3.3262, 0.4456], [5.4822, -3.8643, 1.3741], [3.8833, -4.2951, 0.7665], [-1.8051, -5.7736, 0.7588], [-2.8141, -3.0116, 2.4303], [-5.0287, 4.0570, -2.0292], [2.4653, 2.1924, -2.9967], [5.2470, -1.3953, 0.7566], [-4.9447, 4.9895, -0.5321], [3.4352, 2.6762, -2.8873], [1.7680, -2.3965, 1.3835], [0.2070, -4.4034, 0.4809], [1.0100, 4.3869, 3.4984], [6.2586, -1.7672, 0.6618], [-3.6122, 0.9647, -0.5148], [0.4130, 0.2634, 0.6740], [0.5622, -1.8906, 1.4260], [-1.7632, -4.7913, 1.2111], [2.0705, 0.3407, 3.1521], [4.4153, -3.6391, 1.4642], [-0.0253, -2.1897, -1.8170], [-2.8730, 2.0324, -2.5955], [2.9066, -1.5973, 1.1671], [-3.6714, -2.5932, 2.9400], [-0.8463, -4.0872, -2.3819], [-1.9317, -5.8855, -2.8271], [-2.8645, -4.2864, 1.8883], [4.2312, 2.4507, 1.4827], [-0.8702, 5.7987, 0.2112], [-3.4963, 3.4040, -0.6292], [4.1970, -2.1935, 1.1196], [-1.1121, 2.1592, -3.8428], [-3.2925, -3.0387, -1.5968], [-4.8642, 3.9856, -0.9515], [-0.6191, -4.0262, 1.0690], [3.9167, 0.5131, 0.6819], [3.8920, -3.1477, 3.2844], [1.4577, 3.0144, 3.5506], [1.6998, 0.3651, -1.7268], [-0.5420, 3.3130, 1.1422], [1.2775, 3.7162, -1.5215], [0.1344, 6.1362, 2.7945], [2.6927, -0.2179, 1.0736], [5.0665, -0.0605, 0.4962], [-0.3434, 4.6285, 1.3941], [-4.3614, 0.9586, 0.9730], [-1.6606, -2.2571, 2.2983], [-1.9910, -4.8679, -2.4598], [-1.1953, -0.3568, -0.3802], [-3.7693, -4.8730, 1.9777], [-0.8791, 1.2491, -2.3394], [1.8985, -3.4694, 1.5051], [-5.6458, 3.3619, -0.5179], [-4.1078, -4.9510, -2.1114], [3.5364, 0.2705, -2.7874], [3.9056, 2.0120, 0.5348], [-1.5631, -0.3256, 3.0803], [2.5912, -0.3140, 4.4856], [-0.6859, 2.1521, 1.0274], [2.5326, 0.6678, -2.9414], [-4.2344, -2.6099, -1.2804], [2.0021, 2.5755, -3.9052]],
  "mulliken_charge": [-0.610, -0.405, 0.329, 0.217, 0.004, 0.449, 1.632, 0.280, 0.489, -0.685, 0.609, -0.431, 0.615, -0.115, 0.621, 0.341, -0.550, 0.114, 0.324, 0.154, 0.120, 0.143, -0.345, 0.164, 0.602, 0.331, 0.345, 0.355, -0.390, 0.299, -0.707, -1.164, 0.440, 0.324, -0.718, 0.351, -0.688, 0.356, 0.542, -0.208, 0.669, -0.838, 0.890, -0.991, 0.623, -1.349, -0.077, 0.421, -0.956, 0.392, -0.679, 0.374, -0.273, -0.866, 0.838, 0.407, -0.802, -1.364, -0.215, 0.153, 0.400, -0.575, 0.108, 0.401, -0.601, 0.327, 0.855, -0.758, -0.022, -0.358, -0.113, -0.430, 0.389, 0.387, -0.519, 0.858, 0.290, 0.409, 0.317, -1.471, 0.293, -0.845, -0.136, -0.877, 0.477, 0.305],
  "homo_energy_ev": -4.0,
  "charge": -1,
  "gap_ha": 0.2048
}

[2]
{
  "formula": "C24H30BrN7O5STl",
  "method": "the ωB97M-V functional and the def2-TZVPD basis",
  "elements": ["H", "H", "C", "N", "C", "H", "C", "N", "H", "H", "C", "C", "H", "C", "O", "H", "C", "C", "C", "H", "C", "H", "H", "O", "H", "Br", "N", "H", "S", "C", "C", "Tl", "C", "H", "C", "H", "N", "H", "H", "H", "H", "H", "N", "O", "H", "N", "H", "C", "H", "H", "H", "C", "C", "H", "C", "O", "O", "C", "C", "H", "N", "H", "C", "H", "H", "H", "C", "C", "C"],
  "positions_angstrom": [[2.7982, -0.3353, -3.3600], [1.2975, 2.3996, 6.6291], [-5.9757, -0.2962, 1.7307], [1.8192, 1.9474, -0.3251], [-1.1380, -3.5641, -3.2452], [-1.0270, 3.9618, -4.7863], [-0.4483, -2.1990, -5.5729], [1.6069, -1.3606, -1.9308], [2.7872, 1.1010, 5.1286], [-1.7174, -3.7406, -4.1400], [2.3905, 0.6067, 6.0168], [1.3552, 1.6232, -4.1497], [2.5818, -1.3795, 5.0393], [-0.1562, -2.5771, -3.2427], [0.1638, -1.8499, -4.3404], [3.1704, 0.5892, 6.7777], [-0.9804, 1.7825, -2.1076], [0.3249, -3.1385, -0.9559], [0.5697, -2.3365, -2.0652], [1.6895, -1.3721, 6.5769], [1.0092, 0.6880, -3.1023], [-2.1354, -5.1133, -2.1573], [0.9288, -2.9831, -0.0675], [-0.1951, 0.6890, -2.4103], [0.8347, 0.9235, 7.4729], [-3.3857, -0.8326, -1.4292], [-3.2437, -0.3504, 1.2719], [-7.0436, -0.2736, 1.9051], [0.3365, -0.6291, 4.7823], [-1.2979, 2.8098, -3.1034], [-0.6275, -4.1476, -0.9759], [-0.4680, -0.1925, 0.5045], [-4.1101, -0.5129, 0.2883], [0.1156, 1.7094, 4.6011], [0.6638, 2.6472, -4.6539], [-2.9940, -0.0359, 3.2871], [1.5173, 2.6470, -1.4140], [0.0043, -1.5546, -6.3205], [-0.7831, -4.7640, -0.1002], [-0.2554, -3.2432, -5.8275], [1.9449, 0.9864, 2.5277], [3.9311, 1.8884, -1.8316], [4.0845, 1.4682, -0.9302], [-1.5591, 1.7393, -1.0542], [1.8622, 2.4972, 1.9128], [2.5027, 1.8083, 2.2919], [2.3227, 1.4118, -4.5903], [0.0528, 1.0479, 5.4659], [2.4618, -1.7993, -1.6263], [5.0319, 1.2917, -0.6420], [-6.1421, -0.6154, -0.3978], [1.8523, -0.3153, -2.8334], [1.1380, 1.3288, 6.5046], [-0.9544, 1.0908, 5.8779], [-5.4862, -0.4881, 0.4513], [2.4158, 3.2067, -2.0324], [0.6588, -0.4432, 3.3118], [3.1197, 1.6672, -0.0249], [1.9149, -0.7986, 5.6744], [4.3090, 1.1839, 1.5590], [3.3937, 1.4722, 1.2601], [-1.5251, -2.0191, -5.5507], [-0.6098, 3.1579, -4.1905], [-2.1996, 3.3489, -2.8472], [-5.4303, 0.0025, 3.7967], [1.1156, 3.1894, -5.4746], [-3.7321, -0.1664, 2.5031], [-5.0840, -0.1388, 2.7826], [-1.3726, -4.3464, -2.1224]],
  "mulliken_charge": [0.355, 0.328, -0.196, -0.215, -0.502, 0.389, -1.069, 0.358, 0.205, 0.439, -0.477, -1.028, 0.380, 0.595, -0.279, 0.352, 0.686, -0.296, 0.034, 0.413, 1.709, 0.425, 0.619, 0.211, 0.325, -0.115, -0.153, 0.404, 0.216, -0.929, -0.885, 0.958, 0.493, 0.290, -0.460, 0.345, 0.101, 0.256, 0.421, 0.403, 0.259, 0.251, -0.354, -0.592, 0.372, -0.581, 0.338, -0.516, 0.348, 0.206, 0.406, -1.716, -0.703, 0.419, -0.633, -0.663, -0.625, 0.704, -0.708, 0.168, -0.073, 0.391, -0.376, 0.447, 0.400, 0.420, -0.203, -0.704, -0.786],
  "homo_energy_ev": -9.7,
  "charge": 1,
  "gap_ha": 0.2756
}

[3]
{
  "formula": "C8H7NNiO4",
  "method": "the ωB97M-V functional and the def2-TZVPD basis",
  "elements": ["Ni", "C", "C", "H", "H", "N", "O", "H", "H", "O", "C", "C", "C", "O", "C", "H", "C", "H", "H", "O", "C"],
  "positions_angstrom": [[0.3187, -0.6311, -1.6230], [-1.3825, 3.3904, 0.7197], [1.0190, -2.2242, 0.8357], [-0.6953, 4.0618, 0.1953], [0.3535, -2.4396, 2.8025], [0.9080, -1.6394, -0.1589], [-0.9219, 1.6127, -3.0435], [-0.0440, 2.9313, 2.3149], [-1.6954, 2.0753, 2.3644], [1.9728, 1.8118, -1.5533], [-1.0062, 2.7377, 1.8273], [-0.4659, 0.6461, -2.5932], [1.0792, -2.8906, 2.1131], [1.4080, -3.0210, -2.9289], [-1.4358, -0.8729, -1.1720], [2.0751, -2.7836, 2.5618], [1.4981, 0.7477, -1.6005], [-2.3528, 3.2060, 0.2446], [0.8535, -3.9583, 1.9971], [-2.4108, -0.7699, -0.5628], [0.9247, -1.9901, -2.7403]],
  "mulliken_spin": [0.740, 0.425, -0.016, 0.035, -0.001, 0.064, -0.025, 0.030, 0.031, -0.018, 0.439, 0.096, 0.001, -0.012, 0.089, -0.001, 0.086, 0.035, -0.001, -0.018, 0.020],
  "homo_energy_ev": [-15.9, -17.1],
  "spin_multiplicity": 3,
  "charge": 2,
  "gap_ha": [0.2639, 0.1463]
}

[4]
{
  "formula": "C48H50BNO15P",
  "method": "the ωB97M-V functional and the def2-TZVPD basis",
  "elements": ["H", "H", "C", "C", "H", "C", "H", "C", "H", "C", "H", "C", "C", "C", "H", "C", "H", "C", "H", "H", "O", "H", "C", "C", "H", "C", "H", "C", "C", "H", "C", "C", "H", "C", "C", "H", "O", "C", "C", "H", "H", "O", "H", "H", "H", "C", "O", "H", "C", "C", "H", "H", "O", "H", "C", "C", "H", "H", "C", "O", "C", "C", "C", "H", "C", "C", "H", "C", "C", "O", "N", "C", "H", "H", "H", "H", "O", "O", "C", "H", "C", "H", "C", "C", "H", "O", "C", "H", "C", "H", "H", "B", "P", "O", "H", "O", "O", "C", "H", "H", "H", "C", "H", "C", "H", "C", "C", "H", "H", "C", "H", "H", "H", "O", "C", "O"],
  "positions_angstrom": [[6.8183, 8.5906, -0.0541], [-3.0354, -1.7821, -1.1517], [4.2305, 3.9710, 5.3394], [-4.5439, -4.8734, -0.8966], [1.3370, -5.1446, 1.5077], [-3.2071, -5.1356, 1.9972], [-5.1999, -1.5490, -1.2630], [4.8934, 5.2938, 5.1872], [-6.1773, -5.0715, -4.2025], [6.2028, 5.3291, 4.4868], [4.3231, 1.8879, 4.9582], [8.8723, 12.7300, -2.7663], [6.8568, 7.2480, -1.6943], [-9.4421, 0.3439, -0.1468], [7.7123, 4.2155, 3.5035], [6.7608, 4.2158, 4.0203], [-9.5123, 0.9837, 0.7238], [6.3859, 5.1302, 0.1881], [-2.7349, -3.4542, 3.8945], [-8.9230, -9.1996, -3.3790], [-4.8472, -2.0296, 1.2537], [-1.9794, -5.3569, -0.6640], [-8.3705, -8.2815, -3.5331], [-1.6356, -3.2177, -0.2764], [2.7075, -4.0557, 4.2852], [-8.8320, -7.0937, -3.1521], [-0.2041, 0.1539, -1.6675], [-2.9136, -2.8598, -1.0649], [-1.9155, -3.0252, 1.2287], [7.0384, 7.9890, -2.4641], [-9.4752, -1.4142, -2.4063], [6.7415, 7.5698, -0.4078], [-3.2279, -1.9157, 3.1918], [-3.4355, -2.9862, 3.1969], [8.1912, 11.5948, -2.8929], [-7.4066, 0.7389, -0.5830], [-6.6283, -9.5014, -4.5432], [6.4999, 4.8008, -1.0953], [6.7438, 5.8333, -2.1379], [1.5125, -1.0232, 0.4777], [-9.7897, -6.9680, -2.6630], [10.8423, 13.9236, -3.2511], [-4.3556, -4.9960, -1.9663], [6.2060, 4.3955, 0.9634], [-5.3077, -7.3039, -4.9175], [10.7796, 11.7350, -4.1174], [0.2849, -6.6480, 0.0376], [-0.8476, -4.5938, -1.7378], [3.2631, -3.1812, 3.9691], [6.0985, 2.9009, 4.1669], [2.6509, -3.1885, 1.9342], [0.5442, -2.0469, 1.5308], [-8.4671, -4.7699, -3.0323], [-2.5635, -5.6488, 1.2886], [0.4892, -1.3290, 0.7133], [4.8180, -0.8456, 3.3824], [-6.3195, -2.7881, -0.6567], [-1.7582, -0.1621, -0.8907], [-6.2657, -7.1783, -4.4294], [6.3976, 6.8416, 1.8044], [-10.6718, -0.3937, -0.5236], [4.0096, -1.5149, 2.3313], [6.4998, 6.5420, 0.6319], [6.4209, 3.7791, -1.4444], [-7.0504, -8.4188, -4.2007], [10.0977, 10.6001, -4.2435], [7.2060, 11.4546, -2.4660], [-1.1548, -4.6390, -0.6818], [-10.5983, -1.2835, -1.7069], [4.3800, 6.3021, 5.6192], [-4.3496, -3.1608, 0.9372], [3.2326, -2.7223, 2.7203], [-5.5364, -3.0175, -2.2150], [-5.6020, -5.0817, -0.7039], [6.6614, 6.3019, 4.3776], [-2.8868, -5.3811, 3.0113], [0.9636, -4.5564, 0.8385], [4.0880, -2.9335, 6.1594], [-0.9846, -0.6003, -1.5318], [-0.0663, -0.4530, 1.0668], [4.8441, -1.3105, 4.6287], [-1.9704, -1.9459, 1.4137], [10.2219, 12.8902, -3.3681], [-8.3175, 0.2160, -0.8442], [-2.8005, -3.2430, -2.0891], [-11.6927, -0.2782, 0.1128], [4.7887, 2.8614, 4.8645], [-3.9694, -5.6067, -0.3434], [-4.2624, -3.4055, -0.5349], [-11.5032, -1.8204, -1.9623], [5.3830, 0.0279, 3.0830], [0.0670, -5.2838, 0.0883], [-0.1874, -2.0904, -0.8158], [-7.2306, -0.7958, -2.6568], [-4.2156, -5.5367, 1.8706], [6.6039, 1.8889, 3.7216], [3.9817, -1.0895, 1.1963], [4.0686, -2.5123, 5.0225], [10.4806, 9.7435, -4.7833], [-0.5019, -7.1229, -0.2460], [11.7631, 11.8764, -4.5470], [-8.0475, -5.8538, -3.3795], [-9.3936, -2.0689, -3.2644], [8.7516, 10.4423, -3.6407], [3.2768, 3.9722, 5.8517], [-3.2232, -3.6019, 1.8103], [-5.3909, -2.6167, -1.2075], [-4.4598, -3.1383, 3.5403], [8.4870, 13.5860, -2.2273], [-8.2538, -0.6683, -2.0291], [-1.0921, -3.4079, 1.8387], [5.4300, -0.8418, 5.4102], [-1.4220, -0.8279, -2.5053], [6.8446, 5.5274, -3.3053], [-6.7284, -5.9911, -4.0485], [8.1317, 9.4051, -3.7569]],
  "mulliken_spin": [0.000, -0.002, 0.000, 0.032, 0.000, 0.020, 0.003, 0.000, 0.000, 0.000, 0.000, 0.000, 0.000, -0.001, 0.000, 0.000, 0.000, 0.000, 0.000, 0.000, 0.530, 0.000, 0.000, -0.044, 0.000, 0.000, 0.000, 0.061, 0.062, 0.000, 0.000, 0.000, 0.005, 0.004, 0.000, 0.000, 0.000, 0.000, 0.000, 0.000, 0.000, 0.000, 0.000, 0.000, 0.000, 0.000, 0.000, 0.001, 0.000, 0.000, 0.000, -0.001, 0.000, 0.002, 0.001, 0.000, -0.005, 0.001, 0.000, 0.000, 0.000, 0.000, 0.000, 0.000, 0.000, 0.000, 0.000, -0.001, -0.001, 0.000, 0.381, 0.000, 0.001, -0.009, 0.000, -0.001, 0.000, 0.000, 0.001, 0.000, 0.000, -0.004, 0.000, 0.001, -0.005, -0.001, 0.000, -0.010, 0.029, 0.000, 0.000, 0.000, 0.004, 0.001, -0.013, 0.000, 0.000, 0.000, 0.000, 0.000, 0.000, 0.000, 0.000, 0.000, 0.000, -0.006, -0.024, -0.006, 0.000, 0.000, -0.004, 0.000, 0.000, 0.000, 0.000, 0.000],
  "homo_energy_ev": [-7.9, -8.2],
  "spin_multiplicity": 2,
  "gap_ha": [0.2237, 0.2341]
}

no.,DFT total energy (Eh)
1,-3760.28435
2,-4836.39250
3,-2172.25667
4,-3408.45748